[1]
C25H21ClNOPSYb | ωB97M-V/def2-TZVPD

Each line ends with the natural charge from an NBO analysis.
CARTESIAN COORDINATES (ANGSTROEM)
Yb  0.35488  -2.33234  0.34786  1.54
Cl  3.05932  -1.54651  0.13672  0.00
C  3.74720  0.03651  0.63437  0.02
C  5.07058  0.17730  1.01324  -0.22
C  5.56181  1.45984  1.34340  -0.07
C  4.73727  2.54192  1.36926  -0.20
C  3.38126  2.37946  1.02738  -0.15
C  2.88031  1.14669  0.64109  -0.41
P  1.11954  0.74191  0.60259  0.89
C  0.28871  2.37358  0.74813  -0.15
C  -0.11432  2.83889  1.99338  -0.20
C  -0.84774  4.03745  2.06905  -0.14
C  -1.17944  4.74148  0.88807  0.02
C  -0.66192  4.29962  -0.32820  -0.12
C  0.07545  3.12049  -0.41447  -0.20
C  0.83163  0.26192  -1.15403  -0.35
C  1.71577  0.67098  -2.13110  -0.19
C  1.66660  0.09931  -3.40588  -0.15
C  0.81011  -0.92507  -3.65317  -0.16
C  -0.11555  -1.36148  -2.66137  -0.17
C  -0.18350  -0.71833  -1.41947  -0.38
H  5.73767  -0.69534  1.01668  0.27
H  6.62843  1.51198  1.60185  0.26
H  5.04853  3.56458  1.59908  0.26
H  2.74231  3.26382  0.96989  0.23
H  0.08441  2.24093  2.89139  0.26
H  -1.14347  4.43066  3.03997  0.27
H  -1.84328  5.61415  0.93005  0.27
H  -0.86196  4.85706  -1.24436  0.26
H  0.48719  2.76467  -1.39093  0.26
H  2.34858  1.54734  -1.89553  0.25
H  2.33978  0.48097  -4.15199  0.26
H  0.74531  -1.39368  -4.63676  0.27
H  -0.83858  -2.15761  -2.96437  0.26
H  -1.10751  -0.77099  -0.80595  0.25
S  -3.66957  -5.04282  0.02164  0.59
C  -2.13962  -4.32511  -0.05587  -0.12
N  -1.95074  -3.05722  0.28872  -0.65
C  -3.22620  -2.48927  0.57734  0.11
C  -3.51477  -1.13242  0.88325  -0.25
C  -4.86306  -0.74588  0.85276  -0.16
C  -5.87690  -1.66006  0.56336  -0.18
C  -5.57648  -3.00110  0.43857  -0.16
C  -4.27590  -3.44433  0.45991  -0.23
H  -1.30157  -4.96741  -0.36292  0.22
H  -2.68677  -0.43133  1.07647  0.20
H  -5.09575  0.29806  1.02878  0.24
H  -6.90872  -1.28685  0.49417  0.26
H  -6.37788  -3.74727  0.25245  0.25
O  1.39422  -4.41899  0.30482  -1.00
H  1.22284  -5.32283  0.66078  0.55
H  2.28146  -4.52735  -0.09010  0.53

Cartesian forces (eV/Å) of the 3 atoms listed first:
-0.162 -0.510 0.831
1.045 0.257 0.347
0.290 0.629 0.420

ΔE to the lowest compared entry with this formula, charge and spin (eV): 0.349
DFT total energy (eV): -93952.98538
Maximum force (eV/Å): 2.4
Net charge: +3
Multiplicity: 2



[2]
C4H10N | ωB97M-V/def2-TZVPD

Each line ends with the natural charge from an NBO analysis.
CARTESIAN COORDINATES (ANGSTROEM)
C  -2.72656  -0.00933  -0.14275  -0.40
C  -0.60653  0.40348  -0.03152  -0.18
C  0.66975  -0.06843  -0.05299  0.01
C  1.10185  -1.51529  -0.04047  -0.67
N  1.61682  1.03496  0.14066  -0.72
H  -2.87441  -1.08131  -0.08139  0.22
H  -2.99993  0.43963  0.78344  0.22
H  -0.60731  1.52082  -0.09457  0.15
H  -2.73154  0.46599  -1.16623  0.24
H  0.85903  -1.84329  -1.14192  0.27
H  0.59671  -1.95797  0.82701  0.27
H  2.23881  -1.55176  0.16383  0.23
H  2.34370  1.29718  -0.61304  0.46
H  1.96779  0.90009  1.15825  0.46
H  1.15181  1.96521  0.29167  0.45

Cartesian forces (eV/Å) of the 3 atoms listed first:
4.502 -0.078 -1.315
-1.353 0.371 -0.554
-3.804 0.319 0.071

ΔE to the lowest compared entry with this formula, charge and spin (eV): 4.577
DFT total energy (eV): -5789.28080
Maximum force (eV/Å): 4.7
Net charge: +1
Multiplicity: 1